Entry 1:
C5H10O2 | ωB97M-V/def2-TZVPD

molar mass = 102.13 g mol⁻¹
orbital gap (alpha / beta) = 7.49 / 7.50 eV
2S+1 = 1
E_LUMO (alpha / beta) = 0.43 / 0.43 eV

CARTESIAN COORDINATES (ANGSTROEM)
C  2.375  -0.344  -0.256
C  1.327  0.742  -0.131
O  0.715  1.216  -1.097
C  -2.190  1.034  0.111
C  -1.476  0.063  0.813
C  -0.548  -0.952  0.195
O  -0.577  -1.137  -1.142
H  3.351  0.130  -0.458
H  2.137  -1.006  -1.096
H  2.472  -0.924  0.671
H  1.234  1.215  0.872
H  -2.349  0.964  -0.962
H  -2.630  1.873  0.640
H  -1.310  0.206  1.884
H  -1.966  -1.030  0.712
H  -0.210  -1.807  0.780
H  -0.354  -0.245  -1.536

Entry 2:
C33H70NO8SSi | ωB97M-V/def2-TZVPD

molar mass = 669.07 g mol⁻¹
orbital gap = 6.82 eV
2S+1 = 1
net charge = +1
E_LUMO = -3.27 eV

CARTESIAN COORDINATES (ANGSTROEM)
C  -1.785  6.347  -2.231
N  -0.850  5.785  -3.209
C  0.516  6.216  -2.875
C  -0.952  4.421  -3.307
O  -0.145  3.661  -2.927
C  -2.187  3.875  -3.997
S  -1.799  3.328  -5.664
C  -0.672  1.912  -5.504
C  -1.305  0.883  -4.557
O  -0.742  -0.369  -4.770
Si  -0.539  -1.175  -3.261
C  -2.151  -1.059  -2.279
C  0.889  -0.305  -2.397
C  -0.157  -2.988  -3.498
H  -1.722  7.424  -2.198
H  -1.608  5.998  -1.213
H  -2.820  6.124  -2.470
H  0.476  7.282  -2.720
H  0.879  5.756  -1.963
H  1.188  6.035  -3.697
H  -2.922  4.664  -4.118
H  -2.670  3.110  -3.412
H  -2.954  2.768  -6.076
H  -0.451  1.496  -6.477
H  0.217  2.319  -5.041
H  -1.163  1.280  -3.549
H  -2.380  0.832  -4.746
H  -2.272  -1.880  -1.592
H  -2.138  -0.105  -1.762
H  -2.961  -1.007  -2.998
H  1.570  -0.971  -1.888
H  1.463  0.207  -3.164
H  0.485  0.460  -1.743
H  0.635  -3.199  -4.208
H  0.159  -3.369  -2.531
H  -1.044  -3.548  -3.772
C  3.941  3.141  0.946
C  2.450  3.310  1.221
C  1.829  2.608  0.021
O  2.738  1.570  -0.359
C  3.982  1.754  0.326
H  4.563  3.228  1.835
H  4.275  3.887  0.221
H  2.180  2.787  2.141
H  2.135  4.348  1.316
H  1.716  3.292  -0.828
H  0.854  2.171  0.246
H  4.060  0.979  1.096
H  4.806  1.630  -0.376
C  4.059  -2.458  1.288
C  2.787  -1.641  1.479
C  1.745  -2.730  1.681
O  2.415  -3.827  2.304
C  3.830  -3.613  2.253
H  4.974  -1.906  1.498
H  4.113  -2.830  0.262
H  2.869  -1.029  2.381
H  2.555  -0.981  0.642
H  1.341  -3.076  0.722
H  0.914  -2.409  2.311
H  4.174  -3.362  3.262
H  4.323  -4.533  1.938
C  1.526  -6.491  5.886
C  1.311  -5.577  4.684
C  -0.190  -5.340  4.739
O  -0.564  -5.400  6.118
C  0.525  -5.927  6.884
H  2.547  -6.492  6.261
H  1.261  -7.517  5.627
H  1.844  -4.635  4.829
H  1.637  -6.006  3.739
H  -0.736  -6.124  4.202
H  -0.481  -4.372  4.327
H  0.963  -5.105  7.463
H  0.150  -6.678  7.579
C  -6.213  0.340  0.471
C  -5.916  -0.791  1.447
C  -5.498  -1.910  0.506
O  -4.886  -1.282  -0.630
C  -5.143  0.121  -0.589
H  -6.169  1.331  0.920
H  -7.206  0.207  0.035
H  -5.082  -0.514  2.096
H  -6.761  -1.061  2.078
H  -6.364  -2.480  0.156
H  -4.789  -2.603  0.961
H  -4.210  0.633  -0.320
H  -5.454  0.460  -1.580
C  5.465  -10.168  5.283
C  5.250  -9.244  4.090
C  3.748  -9.008  4.149
O  3.376  -9.081  5.528
C  4.467  -9.613  6.288
H  6.487  -10.171  5.658
H  5.198  -11.193  5.014
H  5.785  -8.304  4.247
H  5.575  -9.667  3.141
H  3.201  -9.786  3.605
H  3.456  -8.035  3.748
H  4.906  -8.798  6.874
H  4.092  -10.372  6.976
C  -3.174  10.998  -4.665
C  -4.362  10.081  -4.393
C  -3.786  9.136  -3.350
O  -2.816  9.876  -2.610
C  -2.546  11.114  -3.284
H  -3.451  11.962  -5.087
H  -2.478  10.512  -5.354
H  -5.186  10.654  -3.965
H  -4.732  9.564  -5.278
H  -3.276  8.287  -3.824
H  -4.546  8.750  -2.668
H  -3.004  11.923  -2.706
H  -1.470  11.280  -3.319

Entry 3:
C64H64N9O19PS | ωB97M-V/def2-TZVPD

molar mass = 1326.30 g mol⁻¹
SMILES = Cc1ccc(C(C)C)c(OC[C@@H]2CC(=O)O[C@@]2(CN)[PH2]=S)c1.O=[N+]([O-])c1ccccc1.O=[N+]([O-])c1ccccc1.O=[N+]([O-])c1ccccc1.O=[N+]([O-])c1ccccc1.O=[N+]([O-])c1ccccc1.O=[N+]([O-])c1ccccc1.O=[N+]([O-])c1ccccc1.O=[N+]([O-])c1ccccc1
orbital gap = 7.75 eV
2S+1 = 1
E_LUMO = -1.05 eV

CARTESIAN COORDINATES (ANGSTROEM)
C  -0.870  1.870  -1.213
C  -0.492  0.724  -0.316
C  0.633  -0.057  -0.551
C  0.946  -1.121  0.268
C  0.176  -1.472  1.382
C  0.551  -2.710  2.204
C  1.972  -3.205  1.928
C  0.438  -2.552  3.714
C  -0.942  -0.658  1.635
O  -1.793  -0.895  2.716
C  -1.963  0.234  3.572
C  -0.718  0.646  4.329
C  -0.535  0.207  5.787
C  0.747  0.963  6.089
O  1.567  0.685  6.892
O  0.831  2.032  5.262
C  -0.450  2.145  4.535
C  -1.356  2.958  5.511
N  -1.859  4.248  5.036
P  0.058  3.056  2.956
S  1.719  4.069  3.149
C  -1.269  0.397  0.797
H  -0.135  1.961  -2.000
H  -1.819  1.646  -1.697
H  -0.964  2.808  -0.672
H  1.243  0.183  -1.410
H  1.826  -1.673  -0.002
H  -0.114  -3.524  1.904
H  2.709  -2.523  2.343
H  2.154  -3.387  0.875
H  2.094  -4.165  2.423
H  0.697  -3.494  4.194
H  1.165  -1.827  4.076
H  -0.555  -2.288  4.051
H  -2.422  1.064  3.044
H  -2.694  -0.097  4.307
H  0.214  0.303  3.883
H  -0.463  -0.866  5.926
H  -1.342  0.506  6.451
H  -2.186  2.377  5.899
H  -0.719  3.180  6.356
H  -1.076  4.881  4.930
H  -2.323  4.140  4.145
H  0.223  2.063  1.980
H  -0.988  3.908  2.581
H  -2.157  0.982  0.994
O  -0.575  -2.736  -4.493
N  -0.619  -2.655  -3.282
O  0.304  -2.293  -2.579
C  -1.874  -3.019  -2.610
C  -2.933  -3.485  -3.366
C  -4.100  -3.862  -2.721
C  -4.194  -3.758  -1.340
C  -3.126  -3.265  -0.598
C  -1.953  -2.895  -1.234
H  -2.850  -3.569  -4.440
H  -4.930  -4.247  -3.291
H  -5.103  -4.066  -0.838
H  -3.203  -3.177  0.477
H  -1.116  -2.517  -0.664
O  -4.214  -6.420  -3.993
N  -4.332  -6.692  -5.174
O  -5.392  -6.776  -5.760
C  -3.095  -6.895  -5.938
C  -1.885  -6.768  -5.280
C  -0.713  -6.943  -5.994
C  -0.762  -7.250  -7.346
C  -1.987  -7.373  -7.991
C  -3.167  -7.191  -7.286
H  -1.853  -6.522  -4.229
H  0.234  -6.838  -5.499
H  0.159  -7.388  -7.897
H  -2.024  -7.606  -9.046
H  -4.122  -7.278  -7.783
O  -1.790  2.963  -5.574
N  -1.138  1.963  -5.359
O  -0.624  1.696  -4.287
C  -0.954  1.009  -6.461
C  -1.488  1.305  -7.703
C  -1.295  0.409  -8.741
C  -0.584  -0.765  -8.524
C  -0.065  -1.047  -7.268
C  -0.245  -0.153  -6.226
H  -2.041  2.218  -7.864
H  -1.695  0.628  -9.721
H  -0.429  -1.461  -9.338
H  0.484  -1.963  -7.097
H  0.160  -0.369  -5.250
O  -1.545  8.052  10.837
N  -0.732  7.203  11.140
O  -0.259  7.060  12.249
C  -0.282  6.281  10.083
C  -0.774  6.440  8.801
C  -0.327  5.581  7.808
C  0.588  4.584  8.106
C  1.063  4.431  9.403
C  0.628  5.287  10.402
H  -1.489  7.217  8.574
H  -0.694  5.689  6.800
H  0.937  3.918  7.326
H  1.772  3.648  9.633
H  0.994  5.179  11.412
O  2.393  -6.508  -6.119
N  2.451  -5.522  -5.403
O  1.652  -4.610  -5.435
C  3.555  -5.430  -4.438
C  4.502  -6.437  -4.398
C  5.549  -6.331  -3.497
C  5.633  -5.231  -2.654
C  4.667  -4.234  -2.705
C  3.618  -4.329  -3.603
H  4.429  -7.290  -5.056
H  6.301  -7.107  -3.455
H  6.455  -5.150  -1.954
H  4.733  -3.380  -2.045
H  2.864  -3.556  -3.650
O  2.564  -1.109  -9.984
N  2.856  -0.205  -9.225
O  2.351  0.898  -9.239
C  3.883  -0.472  -8.206
C  4.495  -1.711  -8.178
C  5.471  -1.952  -7.225
C  5.818  -0.960  -6.317
C  5.185  0.276  -6.356
C  4.209  0.526  -7.307
H  4.219  -2.478  -8.886
H  5.964  -2.914  -7.192
H  6.585  -1.149  -5.577
H  5.454  1.046  -5.647
H  3.714  1.485  -7.344
O  -4.404  2.121  2.768
N  -5.447  1.504  2.897
O  -6.019  1.342  3.953
C  -6.033  0.901  1.692
C  -5.373  1.037  0.484
C  -5.915  0.446  -0.645
C  -7.105  -0.264  -0.553
C  -7.758  -0.382  0.667
C  -7.222  0.203  1.802
H  -4.449  1.592  0.417
H  -5.408  0.539  -1.596
H  -7.524  -0.728  -1.436
H  -8.686  -0.933  0.735
H  -7.723  0.112  2.754
O  6.249  9.063  5.268
N  6.126  9.138  6.474
O  6.936  9.650  7.220
C  4.910  8.565  7.074
C  3.985  7.945  6.255
C  2.851  7.391  6.827
C  2.657  7.466  8.201
C  3.594  8.101  9.005
C  4.732  8.656  8.442
H  4.142  7.889  5.188
H  2.121  6.897  6.201
H  1.776  7.029  8.641
H  3.440  8.161  10.074
H  5.465  9.149  9.062

Entry 4:
C3H4N2O2 | ωB97M-V/def2-TZVPD

molar mass = 100.08 g mol⁻¹
SMILES = O=C=NCCN=O
orbital gap = 8.81 eV
2S+1 = 1
E_LUMO = -0.32 eV

CARTESIAN COORDINATES (ANGSTROEM)
O  -3.038  -0.106  -0.292
C  -1.972  -0.489  -0.007
N  -0.905  -1.037  0.257
C  0.496  -0.812  0.449
C  1.074  0.445  -0.351
N  0.264  1.634  -0.410
O  -0.764  1.883  0.200
H  0.869  -1.784  0.218
H  0.613  -0.697  1.471
H  2.137  0.768  -0.064
H  1.225  0.197  -1.470

Entry 5:
C4H8N2O | ωB97M-V/def2-TZVPD

molar mass = 100.12 g mol⁻¹
SMILES = Cc1cnc[nH]1.O
orbital gap = 9.19 eV
2S+1 = 1
E_LUMO = 0.62 eV

CARTESIAN COORDINATES (ANGSTROEM)
C  0.631  1.644  -2.127
C  0.720  0.583  -1.064
C  1.364  -0.637  -1.103
N  1.488  -1.168  0.182
C  0.898  -0.270  0.995
N  0.373  0.711  0.247
H  0.248  2.630  -1.871
H  0.271  1.417  -3.128
H  1.699  1.961  -2.378
H  1.991  -1.120  -1.835
H  0.920  -0.298  2.065
H  0.171  1.660  0.557
O  -4.051  -1.013  2.189
H  -4.182  -0.869  3.141
H  -3.091  -1.080  2.157

Entry 6:
C30H23Cl2HfN8 | ωB97M-V/def2-TZVPD

molar mass = 744.97 g mol⁻¹
orbital gap = 5.90 eV
2S+1 = 1
net charge = +3
E_LUMO = -10.37 eV

CARTESIAN COORDINATES (ANGSTROEM)
Hf  13.714  9.658  9.093
C  17.490  9.402  6.948
C  17.864  10.656  6.488
C  17.253  11.762  6.978
C  16.060  11.559  7.789
N  15.637  10.309  8.151
C  16.459  9.243  7.855
N  15.398  12.710  8.114
C  14.405  12.717  8.965
N  13.816  11.664  9.634
C  12.793  12.166  10.420
N  12.087  11.535  11.375
C  12.361  10.311  11.821
C  11.657  9.991  13.044
C  11.890  8.856  13.732
C  12.851  8.001  13.190
C  13.569  8.359  12.055
N  13.284  9.404  11.278
C  12.624  13.538  10.158
C  11.673  14.454  10.589
C  11.788  15.785  10.191
C  12.878  16.154  9.336
C  13.756  15.206  8.808
C  13.625  13.894  9.265
H  17.938  8.495  6.539
H  18.610  10.692  5.684
H  17.638  12.760  6.871
H  16.124  8.313  8.255
H  11.114  10.877  13.457
H  11.337  8.534  14.611
H  13.223  7.094  13.758
H  14.305  7.715  11.622
H  10.832  14.119  11.194
H  11.023  16.484  10.562
H  13.025  17.176  8.997
H  14.567  15.394  8.092
C  11.673  10.075  5.551
C  12.555  10.010  6.654
N  12.022  9.976  7.970
C  10.635  10.101  8.142
C  9.721  10.039  7.091
C  10.262  10.129  5.764
C  8.291  10.151  7.207
C  7.496  10.434  8.260
C  7.793  10.756  9.656
C  6.907  11.848  10.117
C  6.920  12.095  11.459
N  7.812  11.474  12.233
C  8.480  10.462  11.771
N  8.663  10.125  10.468
H  12.028  10.021  4.540
H  13.674  9.926  6.555
H  10.243  10.397  9.124
H  9.616  10.322  4.922
H  7.786  10.278  6.253
H  6.445  10.579  7.974
H  6.290  12.321  9.400
H  6.293  12.819  11.960
H  9.047  9.865  12.475
Cl  13.454  7.033  8.639
C  11.975  6.013  7.479
Cl  10.410  6.034  8.124
H  12.403  5.008  7.561
H  12.126  6.528  6.536